C22H34N4OS in the gas phase. Source: the Open Molecules 2025 dataset; level of theory: ωB97M-V/def2-TZVPD.

Last column: natural (NBO) charge in e.
Atoms and positions in Å:
C 6.50126 -0.11836 1.90549  -0.600
C 6.08714 -0.86905 0.29806  -0.009
C 6.29056 -2.18291 0.44485  -0.658
N 4.62842 -0.53427 0.10104  -0.501
C 4.32705 0.77675 -0.23160  -0.195
C 3.06925 0.95777 -1.27635  -0.383
C 1.89097 0.67734 -0.21850  0.018
N 0.56915 0.72897 -1.00958  -0.472
C 0.35806 -0.47076 -2.08185  -0.211
C -0.49323 -1.40098 -1.48725  -0.253
N -1.70055 -1.01138 -0.96675  -0.410
C -2.74818 -2.05117 -0.44341  -0.340
C -3.96350 -1.45942 -0.17412  0.144
N -4.30295 -0.08198 -0.39946  -0.428
C -5.64314 0.02491 -0.12905  0.090
C -6.20875 1.33111 0.00852  -0.204
C -7.58520 1.24013 0.34636  -0.170
C -8.29996 0.16401 0.76166  -0.259
C -7.62094 -0.80953 0.81422  -0.151
C -6.30788 -1.08957 0.22424  -0.241
S -5.30213 -2.47229 0.58352  0.375
C -1.36023 -0.28267 0.46346  -0.257
C -0.51820 0.92413 -0.01792  -0.042
C -1.28922 2.04921 -0.94174  -0.437
C -2.22028 2.86240 -0.03560  -0.040
O -1.45813 3.73061 1.04909  -0.767
C 2.17813 -0.85249 0.34099  -0.435
C 3.69284 -0.82103 0.94251  -0.192
H 7.67086 -0.25648 1.98011  0.188
H 6.07648 -0.53941 2.59165  0.156
H 6.27696 0.91125 1.84493  0.191
H 6.72805 -0.20702 -0.21998  0.231
H 6.01924 -2.50899 -0.51636  0.236
H 6.06618 -2.73410 1.51602  0.239
H 7.50954 -2.41758 0.34554  0.221
H 5.26721 1.31420 -0.85438  0.167
H 4.34535 1.55891 0.37429  0.175
H 3.11339 0.29914 -2.11044  0.200
H 2.92663 1.90047 -1.52169  0.197
H 1.95268 1.25484 0.51671  0.161
H -0.16069 0.15526 -2.67323  0.214
H 1.38151 -0.79237 -2.40517  0.227
H -0.03005 -2.10408 -0.95158  0.174
H -0.67022 -2.11116 -2.42347  0.183
H -2.87858 -2.69163 -1.41265  0.244
H -2.42496 -2.82091 0.31002  0.221
H -5.82005 2.23472 -0.07588  0.218
H -7.98392 2.24687 0.52589  0.197
H -9.41770 0.44755 1.14620  0.232
H -8.22275 -1.85017 1.09598  0.184
H -0.65534 -1.04079 1.07658  0.198
H -2.14616 0.24195 0.83365  0.226
H -0.11470 1.31464 0.79369  0.187
H -2.13054 1.41457 -1.35568  0.258
H -0.68546 2.56600 -1.55293  0.218
H -2.88136 3.57795 -0.37012  0.174
H -2.81189 2.45706 0.48385  0.147
H -0.70305 4.20746 0.39543  0.444
H 2.43684 -1.70752 -0.43928  0.199
H 1.67148 -1.33465 1.11550  0.202
H 3.94183 -1.82144 1.30898  0.187
H 3.78282 -0.12400 1.75698  0.136

HOMO level in eV: -7.707
Structure (SMILES): CC(C)N1CCC(N2CCN(Cc3nc4ccccc4s3)C[C@@H]2CCO)CC1
Energy above the lowest of the compared OMol25 structures with the same formula, charge and spin in kcal per mole: 431.8
E in Ha: -1550.4723
LUMO in eV: 0.225
Kohn-Sham gap in eV: 7.93